(A)
{
  "formula": "C37H35CaNO7Te",
  "method": "ωB97M-V/def2-TZVPD",
  "charge": 0,
  "lumo_energy_ev": 0.2,
  "species": ["Ca", "O", "C", "O", "C", "C", "C", "C", "C", "N", "C", "O", "O", "H", "H", "H", "H", "H", "O", "C", "C", "O", "O", "C", "C", "C", "C", "C", "C", "C", "C", "C", "C", "C", "C", "H", "H", "H", "H", "H", "H", "H", "H", "H", "H", "H", "C", "C", "C", "C", "H", "H", "H", "H", "H", "H", "H", "H", "H", "Te", "C", "C", "C", "C", "C", "C", "C", "C", "C", "C", "C", "C", "H", "H", "H", "H", "H", "H", "H", "H", "H", "H"],
  "positions_angstrom": [[-0.725, -0.151, 0.964], [0.717, 3.963, 0.981], [0.139, 2.811, 0.653], [0.795, 1.795, 0.437], [-1.336, 2.800, 0.530], [-2.161, 3.802, 0.886], [-3.601, 3.581, 0.793], [-4.072, 2.363, 0.449], [-3.175, 1.287, 0.120], [-1.768, 1.577, 0.065], [-3.441, -0.054, -0.052], [-4.681, -0.615, -0.126], [-2.459, -0.892, -0.213], [1.668, 3.790, 1.039], [-1.758, 4.726, 1.275], [-4.281, 4.374, 1.067], [-5.144, 2.192, 0.450], [-5.348, 0.066, 0.007], [0.679, -1.538, 2.034], [0.846, -1.270, 3.470], [-0.174, -0.128, 3.879], [-0.136, 0.243, 5.033], [-0.974, 0.244, 2.951], [0.416, -2.537, 4.200], [1.285, -3.291, 4.976], [0.846, -4.460, 5.587], [-0.461, -4.887, 5.421], [-1.334, -4.140, 4.639], [-0.898, -2.974, 4.034], [2.282, -0.843, 3.731], [3.240, -0.887, 2.724], [4.556, -0.516, 2.976], [4.931, -0.094, 4.239], [3.977, -0.038, 5.248], [2.666, -0.408, 5.001], [0.953, -2.449, 1.885], [2.310, -2.971, 5.110], [1.533, -5.036, 6.193], [-0.802, -5.795, 5.901], [-2.359, -4.461, 4.508], [-1.590, -2.385, 3.443], [2.965, -1.194, 1.725], [5.285, -0.556, 2.176], [5.956, 0.190, 4.439], [4.256, 0.298, 6.239], [1.923, -0.348, 5.782], [-0.314, -3.117, -1.226], [0.144, -2.128, -2.297], [1.485, -2.575, -2.878], [0.279, -0.708, -1.705], [-0.427, -4.117, -1.647], [-1.269, -2.821, -0.791], [0.438, -3.184, -0.432], [-0.613, -2.128, -3.085], [2.243, -2.602, -2.090], [1.850, -1.905, -3.655], [1.408, -3.578, -3.300], [0.336, -0.820, -0.628], [1.197, -0.200, -2.003], [-1.345, 0.648, -2.232], [-1.132, 0.267, -4.408], [-2.002, 1.129, -5.074], [-2.085, 1.149, -6.458], [-1.301, 0.284, -7.209], [-0.447, -0.594, -6.562], [-0.365, -0.602, -5.172], [-0.191, 2.371, -2.629], [1.108, 2.313, -3.116], [1.800, 3.487, -3.363], [1.190, 4.718, -3.146], [-0.120, 4.772, -2.696], [-0.814, 3.596, -2.435], [-2.639, 1.808, -4.511], [-2.765, 1.834, -6.949], [-1.359, 0.292, -8.290], [0.161, -1.283, -7.135], [0.316, -1.300, -4.712], [1.582, 1.362, -3.331], [2.814, 3.441, -3.739], [1.734, 5.632, -3.339], [-0.606, 5.726, -2.542], [-1.837, 3.644, -2.084]]
}

=====

(B)
{
  "formula": "C37H35CaNO7Te",
  "method": "ωB97M-V/def2-TZVPD",
  "charge": 0,
  "lumo_energy_ev": -0.1,
  "species": ["Ca", "O", "C", "O", "C", "C", "C", "C", "C", "N", "C", "O", "O", "H", "H", "H", "H", "H", "O", "C", "C", "O", "O", "C", "C", "C", "C", "C", "C", "C", "C", "C", "C", "C", "C", "H", "H", "H", "H", "H", "H", "H", "H", "H", "H", "H", "C", "C", "C", "C", "H", "H", "H", "H", "H", "H", "H", "H", "H", "Te", "C", "C", "C", "C", "C", "C", "C", "C", "C", "C", "C", "C", "H", "H", "H", "H", "H", "H", "H", "H", "H", "H"],
  "positions_angstrom": [[0.171, -0.843, 0.111], [3.268, -3.822, 0.224], [2.194, -3.146, -0.164], [1.141, -3.153, 0.442], [2.396, -2.382, -1.448], [3.470, -2.512, -2.295], [3.470, -1.702, -3.434], [2.465, -0.777, -3.636], [1.444, -0.669, -2.685], [1.417, -1.508, -1.665], [0.331, 0.414, -2.644], [-0.291, 0.339, -3.934], [-0.533, 0.147, -1.639], [3.049, -4.225, 1.075], [4.268, -3.210, -2.091], [4.275, -1.789, -4.152], [2.459, -0.142, -4.510], [-1.135, 0.789, -3.824], [0.027, 0.964, 1.459], [1.213, 1.277, 2.253], [2.422, 0.555, 1.571], [3.532, 1.019, 1.751], [2.095, -0.512, 0.948], [1.307, 2.791, 2.297], [0.454, 3.490, 3.150], [0.407, 4.877, 3.132], [1.221, 5.583, 2.258], [2.075, 4.894, 1.409], [2.120, 3.508, 1.425], [1.100, 0.650, 3.637], [2.030, 1.012, 4.608], [1.993, 0.433, 5.865], [1.026, -0.519, 6.171], [0.103, -0.889, 5.207], [0.145, -0.309, 3.942], [-0.714, 1.452, 1.831], [-0.169, 2.945, 3.850], [-0.259, 5.402, 3.803], [1.194, 6.665, 2.242], [2.716, 5.438, 0.727], [2.804, 2.979, 0.777], [2.789, 1.745, 4.365], [2.721, 0.724, 6.610], [0.995, -0.968, 7.155], [-0.654, -1.628, 5.432], [-0.590, -0.607, 3.204], [2.453, 3.751, -2.674], [1.991, 2.435, -3.299], [1.522, 2.679, -4.729], [0.932, 1.813, -2.385], [3.216, 4.234, -3.287], [2.867, 3.595, -1.676], [1.612, 4.445, -2.580], [2.866, 1.775, -3.326], [0.671, 3.367, -4.736], [1.198, 1.769, -5.228], [2.319, 3.140, -5.317], [1.343, 1.786, -1.368], [0.065, 2.483, -2.331], [-2.929, -0.521, -0.396], [-4.477, -1.431, 0.721], [-5.803, -1.118, 0.441], [-6.833, -1.717, 1.156], [-6.543, -2.635, 2.155], [-5.223, -2.950, 2.442], [-4.194, -2.347, 1.732], [-2.619, -2.199, -1.636], [-3.070, -2.190, -2.950], [-2.821, -3.276, -3.777], [-2.122, -4.374, -3.297], [-1.672, -4.387, -1.985], [-1.918, -3.300, -1.156], [-6.039, -0.407, -0.341], [-7.861, -1.467, 0.929], [-7.346, -3.103, 2.711], [-4.992, -3.663, 3.223], [-3.166, -2.594, 1.971], [-3.607, -1.332, -3.334], [-3.172, -3.260, -4.800], [-1.928, -5.219, -3.945], [-1.124, -5.239, -1.602], [-1.559, -3.329, -0.133]]
}

=====

Most stable: (B). Least stable: (A).

=====

(A)
{
  "formula": "C9H36N18O9",
  "method": "ωB97M-V/def2-TZVPD",
  "charge": 0,
  "smiles": "NC(N)=O.NC(N)=O.NC(N)=O.NC(N)=O.NC(N)=O.NC(N)=O.NC(N)=O.NC(N)=O.NC(N)=O",
  "lumo_energy_ev": 0.2,
  "species": ["N", "C", "N", "O", "H", "H", "H", "H", "N", "C", "N", "O", "H", "H", "H", "H", "N", "C", "N", "O", "H", "H", "H", "H", "N", "C", "N", "O", "H", "H", "H", "H", "N", "C", "N", "O", "H", "H", "H", "H", "N", "C", "N", "O", "H", "H", "H", "H", "N", "C", "N", "O", "H", "H", "H", "H", "N", "C", "N", "O", "H", "H", "H", "H", "N", "C", "N", "O", "H", "H", "H", "H"],
  "positions_angstrom": [[-3.632, -1.841, -0.813], [-3.640, -1.205, 0.343], [-4.528, -0.236, 0.245], [-2.882, -1.299, 1.266], [-2.924, -2.560, -0.765], [-4.199, -1.718, -1.639], [-5.148, -0.257, -0.552], [-4.801, 0.367, 1.008], [2.090, 3.574, -0.272], [1.165, 4.448, -0.133], [0.281, 4.335, -1.055], [1.107, 5.171, 0.856], [2.841, 3.606, 0.403], [2.131, 2.816, -0.939], [-0.571, 4.865, -0.942], [0.629, 3.971, -1.931], [-1.149, -5.299, -2.860], [-0.697, -4.127, -2.953], [0.392, -3.972, -3.579], [-1.188, -3.187, -2.383], [-2.148, -5.332, -2.720], [-0.750, -6.058, -3.394], [1.132, -4.639, -3.747], [0.592, -2.994, -3.735], [3.769, -1.390, -1.749], [3.131, -1.911, -2.778], [3.797, -2.904, -3.278], [2.057, -1.636, -3.112], [4.759, -1.459, -1.560], [3.155, -0.901, -1.113], [4.762, -2.909, -2.981], [3.556, -3.490, -4.066], [-0.725, -0.844, -0.828], [0.166, -0.007, -0.469], [-0.312, 1.187, -0.268], [1.343, -0.216, -0.227], [-1.684, -0.535, -0.896], [-0.543, -1.794, -1.117], [-1.309, 1.305, -0.379], [0.326, 1.899, 0.057], [-0.505, 3.578, 2.453], [-0.521, 3.636, 3.712], [0.150, 4.658, 4.190], [-1.213, 2.859, 4.337], [0.016, 4.222, 1.875], [-1.238, 3.010, 2.054], [0.635, 5.285, 3.564], [0.237, 4.644, 5.196], [1.452, 0.652, 2.811], [2.478, 1.455, 2.861], [3.228, 1.509, 1.849], [2.793, 2.142, 3.783], [1.155, 0.247, 1.935], [0.874, 0.896, 3.602], [4.091, 2.012, 2.000], [3.061, 0.925, 1.041], [-3.641, 3.490, -0.009], [-3.695, 2.883, 1.125], [-4.877, 3.045, 1.625], [-2.784, 2.248, 1.556], [-2.775, 3.564, -0.522], [-4.481, 4.010, -0.220], [-4.919, 2.633, 2.546], [-5.691, 3.258, 1.066], [2.560, -5.553, 0.728], [1.689, -5.391, -0.190], [1.594, -4.102, -0.314], [1.134, -6.200, -0.898], [2.756, -4.832, 1.408], [2.876, -6.506, 0.839], [1.985, -3.354, 0.240], [1.225, -3.747, -1.185]]
}

=====

(B)
{
  "formula": "C9H36N18O9",
  "method": "ωB97M-V/def2-TZVPD",
  "charge": 0,
  "smiles": "NC(N)=O.NC(N)=O.NC(N)=O.NC(N)=O.NC(N)=O.NC(N)=O.NC(N)=O.NC(N)=O.NC(N)=O",
  "lumo_energy_ev": 0.0,
  "species": ["N", "C", "N", "O", "H", "H", "H", "H", "N", "C", "N", "O", "H", "H", "H", "H", "N", "C", "N", "O", "H", "H", "H", "H", "N", "C", "N", "O", "H", "H", "H", "H", "N", "C", "N", "O", "H", "H", "H", "H", "N", "C", "N", "O", "H", "H", "H", "H", "N", "C", "N", "O", "H", "H", "H", "H", "N", "C", "N", "O", "H", "H", "H", "H", "N", "C", "N", "O", "H", "H", "H", "H"],
  "positions_angstrom": [[1.744, -1.599, -3.809], [1.187, -2.090, -2.675], [-0.153, -2.211, -2.686], [1.857, -2.277, -1.642], [2.739, -1.454, -3.797], [1.226, -1.337, -4.624], [-0.665, -2.044, -3.533], [-0.688, -2.362, -1.845], [4.680, -0.259, 3.843], [3.741, 0.019, 2.889], [2.452, -0.035, 3.336], [4.020, 0.459, 1.772], [4.342, -0.721, 4.661], [5.606, -0.237, 3.448], [2.239, -0.310, 4.275], [1.680, 0.213, 2.706], [0.957, 3.640, -0.244], [1.496, 3.635, -1.474], [0.907, 4.447, -2.411], [2.345, 2.809, -1.841], [1.480, 3.105, 0.434], [0.324, 4.371, 0.022], [-0.061, 4.653, -2.216], [1.226, 4.210, -3.336], [4.634, -2.535, -1.958], [5.157, -3.805, -1.948], [6.523, -3.835, -2.015], [4.412, -4.776, -1.919], [3.643, -2.556, -1.695], [5.207, -1.733, -2.120], [6.966, -4.736, -2.071], [7.078, -3.056, -2.309], [-4.048, -3.520, -1.377], [-4.074, -2.182, -1.162], [-5.244, -1.575, -1.450], [-3.061, -1.555, -0.835], [-3.204, -4.057, -1.305], [-4.835, -4.011, -1.759], [-6.060, -2.163, -1.387], [-5.455, -0.597, -1.521], [-1.596, 1.510, -3.104], [-2.480, 1.815, -2.113], [-1.941, 2.241, -0.945], [-3.685, 1.833, -2.391], [-1.991, 1.535, -4.027], [-0.624, 1.744, -2.974], [-2.604, 2.707, -0.349], [-0.945, 2.346, -0.870], [-3.150, -0.131, 2.593], [-4.029, -0.887, 3.293], [-3.548, -2.079, 3.746], [-5.157, -0.497, 3.609], [-2.350, -0.670, 2.307], [-3.346, 0.774, 2.213], [-4.027, -2.315, 4.602], [-2.600, -2.360, 3.583], [-0.864, 3.480, 2.362], [-1.582, 3.411, 3.519], [-1.764, 2.150, 4.017], [-2.132, 4.401, 3.997], [-0.371, 2.667, 2.016], [-0.778, 4.382, 1.939], [-2.364, 2.071, 4.814], [-1.465, 1.466, 3.344], [1.569, -0.010, -0.079], [0.390, 0.211, 0.566], [-0.688, -0.095, -0.157], [0.302, 0.603, 1.761], [2.332, 0.614, 0.136], [1.468, -0.579, -0.916], [-0.687, -0.313, -1.135], [-1.612, 0.039, 0.220]]
}

=====

Most stable: (B). Least stable: (A).